No. 1
{"formula": "C19H43NO4", "method": "ωB97M-V with the def2-TZVPD basis set", "species": ["C", "C", "N", "C", "C", "C", "C", "H", "H", "H", "H", "H", "H", "H", "H", "H", "H", "H", "H", "H", "H", "H", "C", "C", "C", "O", "C", "H", "H", "H", "H", "H", "H", "H", "H", "C", "C", "C", "O", "C", "H", "H", "H", "H", "H", "H", "H", "H", "C", "C", "C", "O", "C", "H", "H", "H", "H", "H", "H", "H", "H", "C", "O", "H", "H", "H", "H"], "positions_angstrom": [[15.29269, -10.41943, 3.51922], [14.40729, -10.69932, 2.33108], [12.99516, -10.90918, 2.60090], [12.19487, -10.93419, 1.40375], [10.77749, -10.41150, 1.64570], [12.62143, -11.94122, 3.59732], [13.16991, -13.38911, 3.38494], [16.27032, -10.17482, 3.10385], [15.46103, -11.26289, 4.18880], [14.81267, -9.52628, 3.91916], [14.53710, -9.82941, 1.68725], [14.80684, -11.63105, 1.93067], [12.54255, -10.27837, 0.60555], [12.17304, -11.96733, 1.05697], [10.34811, -10.27190, 0.65361], [10.15512, -11.16785, 2.12392], [10.77173, -9.46960, 2.19422], [11.54379, -11.83474, 3.72164], [13.05865, -11.43588, 4.45847], [13.03864, -13.72961, 2.35784], [12.75140, -14.04591, 4.14755], [14.25784, -13.41965, 3.44481], [9.31608, -15.75901, 0.68192], [7.93721, -15.33114, 1.04390], [8.04255, -14.19684, 2.05163], [9.36424, -14.36922, 2.55964], [10.11655, -15.46993, 1.91279], [9.80922, -15.11500, -0.04619], [9.45055, -16.74820, 0.24431], [7.36876, -16.16951, 1.44651], [7.37682, -14.89898, 0.21487], [7.31545, -14.21392, 2.86350], [8.07209, -13.23138, 1.54656], [10.19774, -16.38124, 2.50525], [11.16740, -15.19912, 1.81041], [10.21911, -19.46550, 7.85710], [8.83069, -20.20740, 7.93622], [7.93003, -19.17768, 7.29032], [8.47417, -17.90348, 7.78073], [9.75851, -18.10339, 8.38876], [10.61727, -19.35757, 6.84819], [11.09280, -19.89435, 8.34786], [8.51088, -20.35809, 8.96729], [8.97396, -21.12115, 7.35950], [6.91752, -19.45338, 7.58513], [7.97346, -19.32692, 6.21146], [9.67148, -18.20041, 9.47094], [10.58191, -17.40215, 8.25316], [6.90640, -19.81278, 2.59240], [5.46657, -19.93117, 1.96496], [4.74893, -18.59936, 2.11379], [5.56230, -17.86774, 3.00595], [6.61976, -18.66293, 3.63421], [7.60530, -19.38223, 1.87527], [7.35739, -20.68819, 3.05970], [4.94683, -20.73992, 2.47867], [5.53335, -20.16453, 0.90233], [3.78503, -18.68525, 2.61541], [4.71731, -18.06647, 1.16347], [6.18808, -19.07795, 4.54498], [7.45210, -17.99111, 3.84392], [8.98798, -15.32764, 5.51705], [9.94085, -14.35647, 5.25508], [8.09143, -14.87782, 5.09046], [9.31254, -16.22850, 4.99626], [8.85190, -15.56358, 6.57247], [9.92082, -14.28084, 4.29828]], "atomic_forces_ev_per_a": [[-0.27, 0.54, -0.33], [-0.02, -1.47, 0.35], [-0.02, 0.90, -0.04], [-0.69, 0.17, 0.40], [-0.15, -0.80, -0.49], [1.28, 1.24, -0.42], [0.03, 1.15, -0.15], [0.07, 0.24, 0.16], [-0.46, 0.24, 0.28], [0.55, -0.06, 1.03], [-0.25, -0.38, -0.46], [0.32, -0.04, -1.10], [0.87, -0.20, 0.17], [-0.27, -0.19, -0.70], [-0.28, 0.24, 0.00], [-0.08, 0.19, 0.32], [0.04, -0.12, 0.01], [0.03, -0.61, -0.03], [-0.09, -0.92, 0.74], [-0.74, -0.23, 0.06], [-0.07, -0.18, -0.31], [0.13, 0.23, 0.52], [1.77, 0.84, -1.24], [-2.06, 0.24, -0.42], [1.49, -0.62, -0.52], [1.89, -0.86, 0.71], [-0.65, -0.03, 1.28], [-0.63, 0.34, -0.55], [-0.33, -0.21, 0.48], [-0.11, 0.00, 0.09], [-0.07, -0.54, -0.35], [0.00, -0.05, -0.09], [-0.47, 0.14, 0.05], [-0.59, 0.08, 0.87], [-0.23, 0.63, -0.44], [-0.74, 0.19, 0.53], [2.21, 0.09, -0.87], [1.14, -0.73, 0.70], [-0.53, 0.04, -0.58], [0.71, -1.80, 0.18], [-0.66, 0.00, -0.46], [-0.42, -0.16, 0.74], [0.31, -0.32, -0.02], [-0.73, -0.27, 0.25], [-0.28, 1.14, 0.27], [0.20, 0.79, -0.21], [-0.39, 0.14, 0.22], [-0.82, 0.90, -0.77], [-1.03, 2.25, 0.48], [0.83, -1.29, -0.33], [1.13, -0.36, 1.03], [1.47, 0.96, 0.82], [-1.35, -0.53, -1.41], [0.05, -0.26, -0.18], [-0.39, -0.13, -0.19], [-0.15, 0.00, -0.13], [0.00, -0.39, 0.07], [-0.35, -0.14, -0.57], [-0.36, 0.09, 0.07], [0.26, -0.03, 0.27], [-0.07, -0.10, 0.03], [-0.49, -0.05, -0.47], [1.65, 0.88, 0.88], [-0.84, -0.95, 0.19], [-0.58, -0.53, 0.00], [0.18, 0.29, -0.04], [0.07, 0.40, -0.42]], "mulliken_charge": [-1.415, -0.442, 0.178, -0.331, -1.164, -0.875, -1.022, 0.422, 0.290, 0.355, 0.402, 0.354, 0.468, 0.148, 0.434, 0.094, 0.328, 0.468, 0.366, 0.195, 0.372, 0.378, -0.658, -0.081, -0.498, -0.289, -0.177, 0.262, 0.395, -0.192, 0.377, 0.244, 0.256, 0.198, 0.168, -0.718, -0.653, 0.010, -0.392, -0.416, 0.300, 0.375, 0.297, 0.320, 0.304, -0.058, 0.306, 0.331, -0.493, -0.629, -0.355, -0.463, -0.045, 0.218, 0.360, 0.284, 0.349, 0.255, 0.249, 0.229, 0.065, -0.258, -0.638, 0.147, 0.013, 0.316, 0.377], "spin_multiplicity": 1, "total_charge": 0, "homo_lumo_gap_ev": 8.32, "smiles": "CCN(CC)CC.C1CCOC1.C1CCOC1.C1CCOC1.CO"}

=====

No. 2
{"formula": "C23H22F5FeN4OS3Se", "method": "ωB97M-V with the def2-TZVPD basis set", "species": ["Fe", "C", "C", "C", "C", "C", "C", "C", "H", "H", "H", "H", "H", "H", "H", "H", "N", "C", "N", "C", "C", "S", "C", "C", "S", "C", "N", "N", "H", "H", "H", "H", "H", "H", "O", "S", "C", "C", "C", "C", "H", "H", "H", "H", "H", "H", "H", "H", "F", "C", "C", "F", "C", "F", "C", "Se", "C", "F", "C", "F"], "positions_angstrom": [[-0.45672, -0.43756, -0.10247], [-3.40026, 0.17060, 4.59787], [-2.81750, -0.50725, 3.40913], [-1.59475, -1.07667, 3.49554], [-1.11279, -1.91984, 2.43962], [-1.82908, -2.04698, 1.26351], [-3.03409, -1.19833, 1.08067], [-3.54884, -0.48513, 2.14439], [-3.58290, 1.20954, 4.26481], [-2.67142, 0.12678, 5.44023], [-4.38603, -0.26877, 4.78362], [-1.11613, -0.99474, 4.37762], [-0.19485, -2.51400, 2.66081], [-1.56441, -2.95617, 0.67663], [-3.46082, -1.18584, 0.07101], [-4.36199, 0.13519, 2.07929], [-2.80543, -1.45312, -2.31261], [-2.69631, -0.14058, -2.10577], [-1.84917, 0.45399, -1.29977], [-1.96535, 1.81983, -1.39447], [-2.90312, 2.24871, -2.30645], [-3.54143, 0.96328, -3.17032], [-1.50078, 2.61932, -0.28736], [-0.97717, 3.87568, -0.42680], [-0.68424, 4.55990, 1.15424], [-1.33838, 3.10399, 1.87414], [-1.77518, 2.24903, 1.01026], [-1.64815, 3.05999, 3.17679], [-2.11079, -2.11871, -2.01506], [-3.56585, -1.71545, -3.04501], [-3.11279, 3.26902, -2.67619], [-0.86907, 4.37669, -1.36573], [-0.96064, 3.58358, 3.73484], [-1.92376, 2.05463, 3.32822], [0.61482, -1.26191, -1.51301], [1.99603, -1.00295, -2.10133], [2.32713, -2.08097, -3.54100], [1.85064, -1.34490, -4.81295], [2.16376, 0.19492, -4.59692], [1.91176, 0.52633, -3.07956], [1.86696, -3.05974, -3.33000], [3.42824, -2.14924, -3.56741], [0.76273, -1.52373, -5.02286], [2.46488, -1.57584, -5.69177], [1.71366, 0.95652, -5.27561], [3.25573, 0.42136, -4.78618], [0.89227, 0.88559, -2.82787], [2.62704, 1.19595, -2.73415], [6.23737, -2.22788, 1.76122], [5.11023, -1.54757, 1.64247], [5.15195, -0.22632, 1.94481], [6.26885, 0.26518, 2.41753], [4.08398, 0.57356, 1.71065], [4.18645, 1.90253, 1.97044], [2.85252, 0.03337, 1.34882], [1.30328, 1.08851, 0.97456], [2.79604, -1.34341, 1.20771], [1.62886, -1.96313, 1.01269], [3.94118, -2.12719, 1.27115], [3.92383, -3.46968, 1.06331]], "atomic_forces_ev_per_a": [[-0.27, -0.26, 0.73], [0.24, 0.63, -0.42], [-1.49, 0.42, -1.56], [-0.64, -1.58, -3.64], [0.59, 0.56, 1.47], [-0.66, 0.55, -0.23], [1.00, -1.15, 0.04], [3.70, -1.82, 0.85], [-0.09, -0.18, 0.71], [-1.02, 0.12, -0.38], [0.29, 0.11, 0.51], [1.89, 0.02, 2.76], [-0.94, 0.40, -0.45], [-0.47, 1.02, -0.19], [-0.27, -0.09, 0.75], [-2.03, 1.21, -0.37], [-2.45, -0.94, -1.87], [0.42, 0.49, -1.56], [-0.30, -0.50, 0.24], [-2.01, 0.82, -0.29], [1.62, 1.42, 0.01], [-0.34, -1.34, 0.18], [0.59, 2.19, 0.44], [-0.09, -0.83, 0.81], [-0.02, -0.18, -0.68], [-0.43, 1.89, -1.60], [0.54, -1.97, -0.50], [0.46, -1.40, 0.44], [-0.10, -0.05, -0.14], [2.22, 0.09, 2.00], [0.02, -0.68, 0.84], [0.47, 0.38, -0.09], [-0.82, -0.95, 0.40], [0.64, 1.61, 1.00], [-0.86, -0.34, -0.55], [1.87, 0.17, -0.10], [-0.38, 0.44, -0.48], [-0.36, 1.45, -0.28], [0.87, 0.18, 0.71], [-2.00, -1.24, -1.39], [0.30, 0.35, -0.19], [-0.39, -0.15, 0.30], [1.04, 0.16, 0.15], [-0.43, -0.67, 0.23], [-0.39, -0.97, 0.53], [-0.93, -0.74, 0.30], [0.46, 0.01, -0.37], [1.20, 1.20, 0.91], [-0.60, -0.11, -0.06], [1.57, -1.06, 0.12], [0.91, 1.37, 0.22], [0.49, 0.38, 0.09], [-0.80, 2.19, 0.73], [-0.11, -1.32, -0.42], [-1.27, 0.38, -0.45], [0.71, -0.10, 0.38], [0.47, -0.98, -0.14], [-0.06, -0.02, -0.24], [-1.24, -1.95, -0.28], [-0.32, 1.37, 0.11]], "mulliken_charge": [1.312, -1.228, 0.509, -0.757, -0.112, -1.190, -0.315, -0.718, 0.405, 0.312, 0.413, 0.613, 0.443, 0.619, 0.732, 0.561, -0.355, -0.064, 1.059, -1.048, -0.021, -0.175, 0.283, -0.627, -0.198, 0.432, -0.202, -0.449, 0.205, 0.257, 0.428, 0.540, 0.272, 0.164, -0.891, 0.460, -0.804, -0.534, -0.694, -0.490, 0.442, 0.411, 0.276, 0.366, 0.396, 0.299, -0.009, 0.562, -0.240, 0.669, 0.429, -0.255, 0.110, -0.275, 0.066, 0.079, 0.179, -0.287, -0.082, -0.283], "spin_multiplicity": 6, "total_charge": 2, "homo_lumo_gap_ev": [8.38, 4.52], "s_squared": 8.774}

=====

No. 3
{"formula": "C5H9N6", "method": "ωB97M-V with the def2-TZVPD basis set", "species": ["C", "C", "C", "C", "C", "N", "N", "N", "N", "N", "N", "H", "H", "H", "H", "H", "H", "H", "H", "H"], "positions_angstrom": [[-0.46892, 0.21893, 1.92425], [0.29487, -1.13678, -1.19749], [-1.59071, 0.94500, -0.28585], [-0.65799, 0.18790, 0.53514], [-0.93113, 0.47738, -2.51536], [-1.31926, 1.21921, -1.51571], [1.14749, -1.11052, 1.13940], [0.25604, -0.68982, -0.00232], [0.53297, -0.59683, 2.24976], [1.12799, -0.67670, 3.54316], [-0.05684, 1.08133, -3.48382], [-0.90975, 0.92316, 2.51624], [1.19866, -1.71500, -1.35555], [-2.26944, 1.58798, 0.21219], [1.13057, -2.17912, 1.29697], [0.57130, -0.53240, 4.35366], [1.55874, -1.61868, 3.64361], [-0.49553, 0.93443, -4.46142], [0.83117, 0.58014, -3.25318], [0.04978, 2.10039, -3.34365]], "atomic_forces_ev_per_a": [[1.52, -1.53, -3.24], [0.50, 0.41, -0.44], [2.37, -0.14, 1.18], [-1.90, 0.84, 1.05], [-2.65, -1.22, 2.20], [0.46, -0.83, -2.36], [1.16, -2.27, 0.02], [0.40, -1.28, 0.31], [-2.58, 1.85, 2.44], [2.64, -1.55, -1.63], [0.32, 1.28, -1.24], [-1.09, 1.23, 2.04], [0.15, -0.48, -0.07], [-0.71, 0.40, 0.51], [-0.07, 1.81, -1.09], [-1.48, 0.33, -0.02], [-0.41, 0.95, -0.20], [1.48, -0.16, 1.83], [-0.48, 0.45, -1.19], [0.36, -0.11, -0.09]], "mulliken_charge": [-0.156, -0.528, -0.367, 0.274, -0.464, -0.291, -0.592, 0.372, 0.553, -0.748, -0.206, 0.441, 0.286, 0.379, 0.327, 0.280, 0.269, 0.425, 0.402, 0.343], "spin_multiplicity": 1, "total_charge": 1, "homo_lumo_gap_ev": 6.75}

=====

Electronic energy (eV)
-30076.326 -178025.928 -14255.754
Max |F| (eV/A)
2.53 4.21 4.00